DFT (wB97M-V/def2-TZVPD) results for a molecular structure, C21H35BrI2N5O3SSn.

Its charge is +1. The value obtained for the energy is -138844.4126 eV.

Positions of all 69 atoms, in Å:
Sn1 -0.13 -0.41 0.10
C1 -0.76 0.66 4.86
O1 -1.92 0.94 4.05
C2 -1.91 0.44 2.83
O2 -1.01 -0.27 2.39
N1 -3.00 0.80 2.13
N2 -3.14 0.39 0.81
H1 -0.98 1.07 5.83
H2 0.11 1.15 4.42
H3 -0.59 -0.41 4.91
H4 -3.70 1.38 2.58
H5 -3.34 1.18 0.22
H6 -3.88 -0.30 0.72
I1 2.99 -2.01 -1.15
C3 3.19 -3.18 0.62
I2 1.37 -3.47 1.65
H7 3.85 -2.64 1.28
H8 3.60 -4.14 0.34
C4 2.23 7.00 1.38
C5 1.96 6.12 2.61
C6 0.67 6.58 3.29
C7 3.12 6.31 3.60
C8 1.82 4.66 2.17
C9 0.81 4.31 1.29
C10 0.69 3.00 0.89
Br1 -0.71 2.57 -0.35
C11 1.54 1.97 1.31
O3 1.37 0.72 0.84
C12 2.55 2.31 2.23
C13 2.66 3.65 2.61
C14 3.57 1.33 2.83
C15 4.96 1.70 2.29
C16 3.33 -0.15 2.53
C17 3.57 1.47 4.36
H9 2.34 8.04 1.68
H10 1.41 6.94 0.66
H11 3.15 6.69 0.87
H12 0.76 7.61 3.63
H13 0.44 5.95 4.16
H14 -0.19 6.53 2.61
H15 3.18 7.36 3.88
H16 4.08 6.04 3.16
H17 2.97 5.73 4.51
H18 0.11 5.05 0.92
H19 3.46 3.91 3.29
H20 4.99 1.61 1.20
H21 5.72 1.03 2.71
H22 5.25 2.72 2.55
H23 3.43 -0.34 1.46
H24 2.34 -0.48 2.85
H25 4.08 -0.73 3.07
H26 3.82 2.48 4.70
H27 4.31 0.79 4.79
H28 2.60 1.21 4.78
C18 -2.81 -0.28 -5.55
C19 -1.69 -1.27 -5.25
C20 -0.67 -0.71 -4.32
N3 -0.80 -0.68 -3.04
N4 0.24 -0.07 -2.40
C21 1.16 0.38 -3.21
N5 2.28 1.01 -2.78
S1 0.80 0.05 -4.87
H29 -3.53 -0.72 -6.23
H30 -2.42 0.63 -6.01
H31 -3.32 0.00 -4.63
H32 -1.20 -1.58 -6.18
H33 -2.09 -2.18 -4.79
H34 2.35 1.23 -1.80
H35 2.96 1.37 -3.42

Atom charges from the Mulliken analysis, given in e for atoms 1 to 8:
1. Sn 0.78
2. C -0.42
3. O -0.45
4. C 0.74
5. O -0.47
6. N -0.09
7. N -0.50
8. H 0.29